Entry from the OMol25 dataset: a 3-piece molecular cluster, C3H10O4S overall at a distorted geometry (ωB97M-V/def2-TZVPD).

Values from the calculation:
- E_LUMO (Eh) = 0.014
- HOMO energy (eV) = -9.6
- ΔE to the lowest compared entry with this formula, charge and spin (eV) = 1.138
- structure (SMILES) = O=C(O)CCS.O.O

Each line ends with the Löwdin charge.
CARTESIAN COORDINATES (ANGSTROEM)
O: 1.722 -0.880 -0.200  0.1045
C: 0.854 -0.732 0.622  -0.5244
O: 1.220 -0.262 1.848  0.0868
C: -0.618 -1.007 0.500  -0.1245
C: -1.447 0.249 0.916  -0.6132
S: -2.834 0.195 2.011  0.7417
H: 2.117 0.069 1.731  0.1232
H: -0.985 -1.274 -0.479  0.1098
H: -0.916 -1.909 1.056  0.1297
H: -1.415 0.931 0.047  0.0734
H: -0.788 0.919 1.522  0.0661
H: -2.623 1.047 2.990  -0.1611
H: 1.630 -0.851 -3.481  0.0291
H: 0.228 -0.741 -2.855  0.0175
O: 0.946 -1.344 -3.039  -0.0502
H: 1.756 1.745 -1.142  0.0508
H: 0.277 1.720 -0.710  -0.0105
O: 0.876 2.126 -1.338  -0.0486

Entry from the OMol25 dataset: C7H12CuFN5OS2 as an isolated structure (ωB97M-V/def2-TZVPD).

Values from the calculation:
- E_LUMO (Eh) = 0.104
- HOMO energy (eV) = -3.9
- ΔE to the lowest compared entry with this formula, charge and spin (eV) = 0.000
- charge = -1

Each line ends with the Löwdin charge.
CARTESIAN COORDINATES (ANGSTROEM)
Cu: -1.017 1.646 1.079  -0.1175
F: -0.924 2.036 -1.042  -0.4601
C: 3.229 -0.249 1.900  -0.0521
N: 2.690 0.202 0.639  -0.1308
C: 2.858 -0.407 -0.593  -0.0753
C: 2.053 0.243 -1.460  -0.0974
N: 1.419 1.253 -0.775  0.0637
C: 1.776 1.197 0.526  -0.7717
S: 1.185 2.152 1.803  0.6488
H: 3.763 -1.183 1.733  0.0828
H: 2.410 -0.407 2.600  0.0827
H: 3.908 0.493 2.319  0.0843
H: 3.536 -1.230 -0.733  0.1050
H: 1.889 0.079 -2.510  0.1075
H: 0.465 1.690 -1.024  0.0634
C: -2.368 -1.061 -2.450  -0.1021
N: -1.618 -0.522 -1.348  0.0245
C: -1.180 -1.244 -0.301  -0.6107
N: -1.408 -2.621 -0.360  0.1459
O: -0.570 -0.764 0.651  -0.0120
H: -2.511 -0.270 -3.183  0.0842
H: -3.366 -1.410 -2.156  0.0794
H: -1.845 -1.888 -2.939  0.0769
H: -1.426 0.492 -1.310  0.0776
H: -2.245 -2.922 -0.833  0.0681
H: -1.287 -3.039 0.549  0.0936
S: -2.951 1.312 2.269  0.4838
C: -3.142 2.731 3.161  -0.9230
N: -3.320 3.689 3.789  -0.0195

Entry from the OMol25 dataset: a 2-piece molecular cluster, C3H5FN2S overall at a distorted geometry (ωB97M-V/def2-TZVPD).

Values from the calculation:
- E_LUMO (Eh) = 0.028
- HOMO energy (eV) = -9.5
- ΔE to the lowest compared entry with this formula, charge and spin (eV) = 2.043
- structure (SMILES) = N#[N+][S-].C/C=C/F

Each line ends with the Löwdin charge.
CARTESIAN COORDINATES (ANGSTROEM)
C: 0.894 0.712 0.093  -0.1287
C: -0.054 0.092 -0.608  -0.2014
C: 2.191 -0.014 0.347  -0.1254
N: -3.192 -1.254 -0.780  0.1759
N: -3.504 -0.739 0.159  -0.8305
F: -1.104 0.762 -1.048  -0.0023
S: -4.027 -0.053 1.375  0.6764
H: 1.127 1.807 0.279  0.1298
H: 0.072 -0.849 -1.065  0.1046
H: 3.019 0.746 0.171  0.0966
H: 2.298 -0.844 -0.280  0.0431
H: 2.280 -0.366 1.357  0.0618

Entry from the OMol25 dataset: a 2-piece molecular cluster, C2H7N4S overall at a distorted geometry (ωB97M-V/def2-TZVPD).

Values from the calculation:
- E_LUMO (spin up / spin down) (Eh) = -0.216 / -0.216
- HOMO energy (spin up / spin down) (eV) = -12.9 / -12.9
- ΔE to the lowest compared entry with this formula, charge and spin (eV) = 5.042
- charge = +1

Each line ends with the Löwdin charge.
CARTESIAN COORDINATES (ANGSTROEM)
C: -1.621 0.391 0.232  -0.1080
C: 1.695 1.288 0.192  -0.0526
N: -0.475 0.363 -0.081  0.0290
N: 0.754 0.331 -0.267  -0.0607
N: 1.021 -1.797 -0.192  -0.3829
N: -2.883 0.415 0.002  0.2083
S: -0.427 -2.614 -0.253  0.6756
H: 1.302 2.246 0.075  0.0637
H: 2.495 1.321 -0.587  0.1158
H: 1.754 1.104 1.301  0.1219
H: 1.507 -2.057 0.673  0.0793
H: 1.457 -2.027 -1.088  0.0664
H: -3.178 0.506 -0.881  0.0896
H: -3.401 0.530 0.875  0.1548

Entry from the OMol25 dataset: a 7-piece molecular cluster, C7H28O7 overall at a distorted geometry (ωB97M-V/def2-TZVPD).

Values from the calculation:
- E_LUMO (spin up / spin down) (Eh) = -0.090 / -0.369
- HOMO energy (spin up / spin down) (eV) = -12.3 / -12.3
- ΔE to the lowest compared entry with this formula, charge and spin (eV) = 3.546
- charge = +1
- spin multiplicity = 2

Each line ends with the Löwdin spin population.
CARTESIAN COORDINATES (ANGSTROEM)
C: -21.015 5.651 11.445  0.0495
O: -20.558 4.343 11.591  0.1997
H: -20.176 6.343 11.385  0.0202
H: -21.565 5.764 10.511  -0.0007
H: -21.581 5.874 12.350  0.0231
H: -20.925 3.790 10.897  0.0010
C: -13.854 10.047 9.073  0.0000
O: -15.193 9.739 9.069  0.0001
H: -13.261 9.151 9.257  0.0000
H: -13.358 10.513 8.221  0.0000
H: -13.588 10.714 9.893  0.0000
H: -15.486 9.046 8.473  0.0000
C: -15.921 12.994 10.101  0.0001
O: -15.840 14.370 10.699  0.0005
H: -14.985 12.796 9.579  0.0001
H: -16.068 12.257 10.890  0.0000
H: -16.682 12.735 9.365  0.0000
H: -15.317 14.195 11.484  0.0000
C: -19.335 9.302 9.720  0.0334
O: -18.480 9.790 10.778  0.1743
H: -19.121 9.909 8.841  0.0023
H: -19.140 8.233 9.635  0.0196
H: -20.388 9.391 9.989  0.0059
H: -17.698 10.129 10.336  0.0009
C: -21.633 12.328 10.880  0.0037
O: -22.562 11.197 10.848  0.0235
H: -21.003 12.388 11.768  0.0003
H: -21.126 12.605 9.956  0.0003
H: -22.313 13.173 10.991  0.0029
H: -22.619 10.992 11.784  -0.0005
C: -24.635 8.164 10.491  0.0621
O: -23.262 8.392 10.480  0.3218
H: -25.079 8.796 9.722  0.0173
H: -24.772 7.099 10.305  0.0034
H: -25.077 8.486 11.434  0.0335
H: -23.102 9.330 10.349  0.0014
C: -19.208 10.856 5.344  0.0000
O: -19.465 12.207 5.691  0.0000
H: -18.440 10.755 4.576  0.0000
H: -18.625 10.509 6.197  0.0000
H: -20.073 10.229 5.129  0.0000
H: -20.033 12.601 5.025  0.0000

Entry from the OMol25 dataset: C31H31N5O2P2STc as an isolated structure at a distorted geometry (ωB97M-V/def2-TZVPD).

Values from the calculation:
- E_LUMO (spin up / spin down) (Eh) = -0.290 / -0.290
- HOMO energy (spin up / spin down) (eV) = -13.3 / -13.3
- ΔE to the lowest compared entry with this formula, charge and spin (eV) = 4.574
- charge = +2
- spin multiplicity = 2

Each line ends with the Löwdin spin population.
CARTESIAN COORDINATES (ANGSTROEM)
Tc: -0.267 -0.321 -0.145  0.0019
C: 0.608 2.064 2.386  0.0085
P: 1.591 2.233 0.836  0.0400
C: 3.292 1.751 1.169  0.0043
C: 3.769 0.584 0.580  0.0018
C: 5.054 0.156 0.861  0.0002
C: 5.864 0.898 1.707  0.0013
C: 5.385 2.062 2.292  -0.0002
C: 4.094 2.487 2.038  0.0014
C: 1.382 3.934 0.014  0.0451
C: -0.095 4.350 -0.041  0.0028
C: -0.286 5.832 -0.168  0.0030
C: 0.740 6.676 -0.078  -0.0003
C: 2.088 6.241 0.235  0.0018
C: 2.415 4.951 0.325  0.0166
C: 0.359 0.627 2.725  0.0027
C: 0.386 0.138 4.014  0.0018
C: -0.214 -1.139 3.991  0.0005
C: -0.579 -1.380 2.689  0.0010
C: -1.331 -2.553 2.138  0.0000
P: -1.167 -2.504 0.308  -0.0008
C: -2.289 -1.442 -0.573  0.0004
C: -2.471 -1.752 -2.053  0.0003
C: -3.640 -1.035 -2.667  0.0009
C: -4.454 -0.229 -1.973  0.0001
C: -4.278 -0.021 -0.564  0.0011
C: -3.271 -0.636 0.101  0.0001
C: -1.168 -4.195 -0.340  0.0000
C: 0.004 -4.865 -0.675  -0.0001
C: -0.066 -6.171 -1.129  0.0000
C: -1.292 -6.805 -1.252  0.0000
C: -2.459 -6.137 -0.905  0.0000
C: -2.404 -4.836 -0.440  0.0000
N: -0.199 -0.320 1.884  -0.0002
H: -0.355 2.572 2.242  -0.0002
H: 1.121 2.543 3.220  -0.0001
H: 3.132 0.018 -0.087  0.0001
H: 5.426 -0.753 0.414  0.0000
H: 6.873 0.574 1.912  0.0001
H: 6.016 2.641 2.948  0.0000
H: 3.713 3.378 2.514  0.0001
H: -0.821 3.912 0.658  -0.0002
H: -1.292 6.154 -0.379  -0.0001
H: 0.578 7.735 -0.210  0.0002
H: 2.833 7.003 0.407  0.0002
H: 3.418 4.614 0.535  0.0002
H: 0.748 0.655 4.879  0.0001
H: -0.381 -1.777 4.834  0.0000
H: -2.377 -2.558 2.469  0.0001
H: -0.872 -3.490 2.480  0.0000
H: -2.632 -2.832 -2.175  0.0001
H: -3.783 -1.219 -3.720  0.0000
H: -5.292 0.245 -2.457  0.0000
H: -4.992 0.600 -0.042  0.0001
H: -3.184 -0.537 1.175  0.0000
H: 0.958 -4.369 -0.587  0.0000
H: 0.840 -6.695 -1.384  0.0000
H: -1.342 -7.821 -1.609  0.0000
H: -3.411 -6.634 -0.991  0.0000
H: -3.312 -4.322 -0.153  0.0000
N: -0.965 0.773 -2.102  -0.0001
N: -1.187 -0.036 -3.252  -0.0005
C: -1.247 -1.420 -2.966  0.0002
N: -1.253 -2.187 -4.110  -0.0001
S: 0.418 -1.770 -1.869  -0.0021
H: -1.823 1.307 -1.924  0.0000
H: -0.233 1.465 -2.295  -0.0001
H: -0.526 0.168 -3.995  0.0000
H: -0.607 -1.937 -4.843  0.0000
H: -1.316 -3.185 -3.983  0.0000
O: -0.146 3.691 -1.317  0.2128
N: 1.228 3.552 -1.366  0.6403
O: 0.945 1.298 -0.157  0.0134

Entry from the OMol25 dataset: a 3-piece molecular cluster, C7H4F2NO4 overall at a distorted geometry (ωB97M-V/def2-TZVPD).

Values from the calculation:
- E_LUMO (spin up / spin down) (Eh) = 0.099 / 0.099
- HOMO energy (spin up / spin down) (eV) = -4.0 / -4.0
- ΔE to the lowest compared entry with this formula, charge and spin (eV) = 1.736
- charge = -1

Each line ends with the Löwdin charge.
CARTESIAN COORDINATES (ANGSTROEM)
C: -0.436 0.576 0.126  -0.1364
C: -1.725 0.467 0.508  -0.0529
C: 0.021 -0.291 -0.888  -0.0615
C: -2.533 -0.582 -0.193  -0.3416
C: 4.460 0.941 2.533  -0.4272
C: -1.819 -1.408 -0.976  0.0969
C: 0.917 -0.982 -1.509  -0.0103
N: 1.538 -1.635 -2.502  -0.4887
O: 3.677 1.588 3.121  0.1759
O: 1.564 -1.117 -3.615  -0.0076
O: 5.287 0.288 2.083  0.2161
O: 2.141 -2.683 -2.270  -0.0152
F: -3.878 -0.265 0.084  -0.0576
F: 2.935 0.798 -0.148  -0.1282
H: 0.110 1.381 0.603  0.1015
H: -2.259 0.972 1.220  0.0669
H: 2.099 0.434 -0.508  0.0575
H: -2.127 -2.230 -1.540  0.0123